No. 1
# C16H30AlBN4

A structure of composition C16H30AlBN4 (ωB97M-V with the def2-TZVPD basis set, the Open Molecules 2025 dataset).

CARTESIAN COORDINATES (ANGSTROEM)
Al: -0.535 1.507 2.474
N: -2.772 -0.770 2.409
N: 2.299 -0.295 2.684
N: 1.758 2.545 1.115
N: -0.903 0.048 -3.746
C: 3.395 -3.798 3.583
C: 2.270 -1.345 2.217
C: -2.007 1.288 -5.270
C: 2.837 4.850 0.510
C: 4.127 4.649 -0.300
C: -2.212 0.060 -3.399
C: 2.183 3.572 0.818
C: 2.188 -3.818 2.677
C: -5.921 -2.643 1.086
C: -2.928 0.860 -4.361
C: 2.218 -2.682 1.630
C: -3.044 -1.580 1.640
C: -0.730 0.855 -4.821
C: -4.790 -2.495 0.057
C: 4.486 5.893 -1.101
C: -3.389 -2.610 0.673
B: -0.467 -0.132 0.259
H: 2.202 5.486 -0.106
H: -2.179 1.933 -6.117
H: 1.236 -3.737 3.215
H: -3.985 1.043 -4.261
H: 4.948 4.236 0.281
H: -1.314 0.740 0.212
H: -5.578 -2.278 2.063
H: 5.285 5.783 -1.827
H: 0.270 0.987 -5.210
H: 2.009 -4.742 2.124
H: 3.127 -2.830 1.046
H: 4.317 -3.882 3.005
H: -6.171 -3.686 1.250
H: -0.343 -0.718 1.320
H: -0.166 -0.488 -3.309
H: -2.667 -2.399 -0.129
H: 3.335 -4.543 4.374
H: -0.667 -0.936 -0.610
H: 3.603 6.250 -1.643
H: 2.954 5.260 1.517
H: -6.716 -1.933 0.874
H: 1.292 -2.688 1.051
H: -3.201 -3.616 1.043
H: 3.887 3.907 -1.070
H: 4.695 6.748 -0.451
H: -4.892 -3.305 -0.668
H: -2.535 -0.595 -2.603
H: 3.484 -2.842 4.106
H: -4.879 -1.579 -0.532
H: 0.586 0.464 0.221

Summary:
**Charge**: +2

***

No. 2
# C5H16OSi3

The molecule C5H16OSi3 (ωB97M-V with the def2-TZVPD basis set, the Open Molecules 2025 dataset).

CARTESIAN COORDINATES (ANGSTROEM)
Si: -1.505 -0.320 0.280
Si: 1.880 -0.836 -0.562
Si: 4.035 1.199 0.447
O: 3.001 0.410 -0.556
C: -0.265 0.385 -1.997
C: -1.791 1.503 0.706
C: -1.209 -1.323 1.871
C: 0.041 -0.261 -0.862
C: -2.823 -1.027 -0.971
H: -2.302 -0.988 -1.974
H: 1.887 -1.210 0.876
H: 2.291 -1.717 -1.629
H: -0.781 1.999 0.719
H: -2.164 1.499 1.737
H: -3.712 -0.437 -0.999
H: 0.432 0.455 -2.882
H: 3.734 0.813 1.821
H: 5.389 0.806 -0.015
H: -2.365 2.048 0.045
H: -0.815 -2.262 1.652
H: -2.006 -1.417 2.633
H: 3.823 2.562 0.087
H: -0.464 -0.776 2.429
H: -1.195 0.918 -2.204
H: -3.112 -2.023 -0.651

Summary:
**Charge**: 0

***

Going through the records in order, we get highest occupied orbital energy values of -14.682 -9.400 eV.